No. 1
60
Properties=species:S:1:pos:R:3 method="wB97M-V/def2-TZVPD" e_lumo_ev="-1.16 / -2.24" e_above_lowest_kj_mol=32.9 multiplicity=6 total_charge=0 orbital_gap_ev="7.5 / 6.5" e_homo_ha="-0.319 / -0.321"
Ru -0.8461 -0.0904 -0.3083
C -0.1079 0.9459 4.0618
C -0.0332 0.2485 2.8520
N 0.0212 0.8464 1.6772
C 0.0048 2.1999 1.6452
C -0.0690 2.9819 2.8018
C -0.1349 2.3140 4.0364
C -0.0916 4.4121 2.6933
C -0.0504 5.0140 1.4875
C 0.0163 4.2388 0.2827
C 0.0174 4.8166 -0.9998
C 0.0379 4.0058 -2.1026
C 0.0632 2.6170 -1.9238
N 0.1016 2.0545 -0.7348
C 0.0546 2.8441 0.3588
H -0.1595 0.3925 4.9881
H -0.0156 -0.8326 2.8510
H -0.2124 2.8886 4.9510
H -0.1525 4.9949 3.6034
H -0.0784 6.0930 1.4049
H -0.0185 5.8944 -1.0992
H 0.0155 4.4095 -3.1044
H 0.0375 1.9466 -2.7732
S 3.0508 -2.8278 -0.0214
C 1.9337 -3.3580 1.1904
C 2.0968 -4.3437 2.1586
C 1.0173 -4.6411 2.9654
C -0.2067 -3.9825 2.8024
C -0.3674 -3.0026 1.8453
C 0.7283 -2.6738 1.0468
N 0.7380 -1.7204 0.0276
C 1.8720 -1.7123 -0.6327
C 2.1547 -0.9348 -1.8294
C 3.4784 -0.7976 -2.2745
C 3.7735 -0.2228 -3.4875
C 2.7266 0.2002 -4.3109
C 1.4208 0.0900 -3.8943
C 1.1039 -0.4364 -2.6295
H 3.0330 -4.8749 2.2627
H 1.1123 -5.4115 3.7186
H -1.0489 -4.2614 3.4210
H -1.3273 -2.5245 1.6898
H 4.2866 -1.1509 -1.6448
H 4.8009 -0.1199 -3.8070
H 2.9408 0.6165 -5.2870
H 0.5970 0.3966 -4.5265
F -5.2746 0.6218 -1.5077
Te -3.9158 0.2381 -0.2825
F -5.0822 -0.8264 0.6549
F -3.6950 -1.0805 -1.6814
F -4.7090 1.7584 0.4816
F -2.9126 0.5675 1.3949
O -2.4344 1.0576 -1.0278
F -1.9464 -2.7875 -3.8282
Te -1.5672 -3.0486 -1.9911
F -1.0632 -4.4779 -0.8078
F 0.1011 -3.5628 -2.7395
F -3.0845 -4.1411 -2.1402
F -2.5707 -1.4017 0.3016
O -0.1608 -0.4594 -2.2587

***

No. 2
71
Properties=species:S:1:pos:R:3 method="wB97M-V/def2-TZVPD" e_lumo_ev=-0.58 e_above_lowest_kj_mol=3.0 total_charge=-1 orbital_gap_ev=4.7 e_homo_ha=-0.196
Pb -15.2215 -6.9638 -0.6264
C -15.6247 -9.6027 1.3851
N -16.5314 -8.7131 0.6122
C -17.3158 -9.5513 -0.3191
C -17.5684 -8.9458 -1.6631
N -16.2449 -8.7563 -2.2994
C -16.0432 -8.6370 -3.5715
C -16.9984 -8.6292 -4.6307
F -18.2880 -8.0780 -4.4211
C -16.6486 -8.9128 -5.9231
F -17.5319 -8.9617 -6.9281
C -15.3487 -9.2459 -6.3524
F -15.1000 -9.4975 -7.6150
C -14.3655 -9.0919 -5.4519
F -13.0843 -9.5002 -5.6708
C -14.6645 -8.6730 -4.0717
F -13.8401 -9.4361 -3.2186
C -17.3228 -7.8581 1.5179
C -18.1970 -6.8317 0.8976
N -17.4263 -6.0589 -0.1044
C -17.9642 -5.0072 -0.6530
C -19.2697 -5.0059 -1.3520
F -20.0997 -6.0012 -1.0877
C -19.5843 -4.0886 -2.3498
F -20.8167 -4.1191 -2.8791
C -18.6258 -3.1781 -2.7276
F -18.8287 -2.3622 -3.8043
C -17.6470 -2.8714 -1.8158
F -17.0497 -1.6514 -1.7615
C -17.2814 -3.7536 -0.8196
F -16.4076 -3.3162 0.1135
H -16.2270 -10.1713 2.0446
H -14.9384 -8.9564 1.9329
H -15.0684 -10.1953 0.7094
H -18.2432 -9.8137 0.2337
H -16.7552 -10.5012 -0.5198
H -18.1013 -7.9747 -1.7411
H -18.1769 -9.7423 -2.1519
H -16.5545 -7.3323 2.1700
H -17.8448 -8.5220 2.2128
H -18.4426 -6.1265 1.7110
H -19.1457 -7.2005 0.5346
N -13.3426 -3.9185 -3.3365
C -13.3692 -3.4925 -2.0081
N -13.3084 -2.1792 -1.7174
N -13.1695 -2.1611 -0.3567
N -13.1366 -3.4014 0.1026
N -13.3581 -4.2832 -0.9104
C -13.5823 -5.2289 -3.7519
N -13.1393 -5.5439 -5.0545
N -13.4747 -6.7239 -5.2387
N -14.0931 -7.1802 -4.1274
N -14.0782 -6.3324 -3.1019
H -13.3008 -3.1751 -4.0234
F -8.7289 -4.8095 0.3720
C -9.5475 -5.8400 0.2937
C -10.5667 -6.1115 1.1597
N -11.1897 -7.3238 1.2715
C -12.0678 -7.5743 2.4061
C -13.3360 -6.6250 2.6095
O -13.1468 -5.9168 3.6165
O -14.2829 -6.7543 1.7636
C -11.2396 -8.1123 0.1638
O -12.0520 -9.0385 -0.0443
N -10.3159 -7.8486 -0.7946
C -9.2777 -6.9186 -0.6974
O -8.2688 -6.9162 -1.3553
H -10.8912 -5.3870 1.9459
H -11.4408 -7.5733 3.3292
H -12.4142 -8.5754 2.3110
H -10.2909 -8.4717 -1.6116

***

No. 3
51
Properties=species:S:1:pos:R:3 method="wB97M-V/def2-TZVPD" e_lumo_ev="2.21 / 2.10" multiplicity=6 total_charge=-1 orbital_gap_ev="5.4 / 5.3" e_homo_ha="-0.116 / -0.119"
Mn -0.8041 0.2884 -0.2873
O -2.5699 -2.4727 -2.8157
C -2.1884 -1.5288 -2.1221
N -1.4860 -1.5285 -0.9795
C -0.9564 -2.6730 -0.3846
C -1.1410 -3.9962 -0.8063
C -0.5510 -5.0390 -0.1103
C 0.2389 -4.8060 1.0052
C 0.4464 -3.5036 1.4328
C -0.1447 -2.4605 0.7495
N 0.1129 -1.0925 1.1497
C 0.4227 0.6756 2.7185
O 1.5306 0.6009 3.5487
C 0.0537 1.8343 2.0957
C 0.6647 3.0969 2.4276
C 0.1019 4.2546 2.0036
C -1.0944 4.2111 1.2316
C -1.5559 2.9880 0.8306
N -0.9778 1.8068 1.1386
C -2.5114 -0.1195 -2.5615
C -3.5474 0.1131 -3.4492
C -3.8526 1.4074 -3.8268
C -3.0652 2.4378 -3.3248
C -2.0292 2.1279 -2.4722
N -1.7513 0.8819 -2.0622
H -1.7464 -4.1813 -1.6781
H -0.7137 -6.0559 -0.4490
H 0.6929 -5.6296 1.5419
H 1.0556 -3.2851 2.2992
H 1.5564 3.0772 3.0395
H 0.5476 5.2090 2.2585
H -1.6205 5.1121 0.9458
H -2.4384 2.9217 0.1989
H -4.0923 -0.7458 -3.8166
H -4.6728 1.6122 -4.5016
H -3.2491 3.4672 -3.6001
H -1.3723 2.9009 -2.0908
S -1.1811 -1.4292 3.4631
C -0.1924 -0.6328 2.4012
N 0.9547 -0.3804 0.2640
C 2.2960 -0.2301 0.4141
C 2.9496 0.2255 -0.7609
C 4.3050 0.4241 -0.8262
C 5.1065 0.2055 0.2957
C 4.4964 -0.1620 1.4746
C 3.1156 -0.3752 1.5682
S 2.5183 -0.7507 3.1856
H 2.3182 0.3821 -1.6276
H 4.7557 0.7448 -1.7582
H 6.1779 0.3549 0.2551
H 5.0877 -0.2836 2.3739

***

No. 4
49
Properties=species:S:1:pos:R:3 method="wB97M-V/def2-TZVPD" e_lumo_ev="-0.87 / -1.26" e_above_lowest_kj_mol=0.0 multiplicity=2 total_charge=0 orbital_gap_ev="6.8 / 6.5" e_homo_ha="-0.282 / -0.283"
Ru 0.3107 -0.0573 0.6100
O 1.8173 3.5298 -0.6237
C 1.1989 2.5666 -0.2009
N 1.5912 1.2830 -0.0951
C 2.8864 0.7907 -0.3679
C 3.9317 1.5001 -0.9489
C 5.1611 0.8828 -1.1318
C 5.3553 -0.4307 -0.7389
C 4.3207 -1.1532 -0.1613
C 3.0818 -0.5518 0.0210
N 1.9350 -1.1573 0.5979
C 1.8977 -2.3736 1.1989
O 2.7903 -3.1913 1.2996
C 0.5376 -2.6646 1.8071
C 0.2991 -3.8898 2.3956
C -0.9397 -4.1403 2.9608
C -1.8976 -3.1424 2.9190
C -1.5808 -1.9444 2.3067
N -0.3889 -1.6989 1.7548
C -0.2322 2.7398 0.2749
C -0.9296 3.8868 -0.0395
C -2.2666 3.9797 0.3079
C -2.8522 2.9282 0.9925
C -2.0780 1.8246 1.2933
N -0.7946 1.7201 0.9384
H 3.7709 2.5246 -1.2458
H 5.9756 1.4370 -1.5808
H 6.3192 -0.9018 -0.8829
H 4.4615 -2.1758 0.1527
H 1.1044 -4.6118 2.3856
H -1.1564 -5.0902 3.4313
H -2.8782 -3.2844 3.3514
H -2.3062 -1.1447 2.2522
H -0.4033 4.6664 -0.5729
H -2.8515 4.8493 0.0379
H -3.8923 2.9555 1.2846
H -2.4910 0.9886 1.8399
N -5.0204 0.3348 -4.4553
C -4.1266 0.1721 -3.7505
C -3.0189 -0.0246 -2.8509
C -1.8406 0.7019 -3.0122
C -0.8069 0.5517 -2.1028
C -0.9213 -0.3221 -1.0161
C -2.0840 -1.0852 -0.9058
C -3.1281 -0.9382 -1.8072
H -1.7447 1.3903 -3.8423
H 0.1035 1.1167 -2.2535
H -2.1845 -1.8260 -0.1257
H -4.0346 -1.5209 -1.7015

***

Number 1: total energy -3304.86912 Ha. Number 2: total energy -3321.05359 Ha. Number 3: total energy -3333.97302 Ha. Number 4: total energy -1481.47848 Ha.